(1)
Density functional theory data (wB97M-V/def2-TZVPD) for a 2-piece molecular cluster, C3H5BrO2S overall.

Computed properties:
HOMO energy (spin up / spin down)	-9.795 / -9.082	eV
LUMO energy (spin up / spin down)	-1.3 / -3.0	eV
Kohn-Sham gap (spin up / spin down)	8.47 / 6.06	eV

Cartesian coordinates (Å):
C 0.498 0.441 0.678
C 0.268 -0.636 -0.245
C -0.206 0.677 -0.581
O -3.669 1.909 -1.020
O -3.146 1.821 1.406
S -3.024 1.240 0.098
Br -3.601 -1.104 -0.053
H 0.104 0.554 1.777
H 1.518 0.850 0.511
H 1.222 -1.000 -0.538
H -0.451 -1.459 -0.147
H -0.298 1.189 -1.523

Atomic forces in eV per Å
0.26 2.95 3.11
-0.61 -2.83 -0.55
-1.14 -0.02 -0.14
0.48 -0.77 0.98
-0.11 -0.55 -0.12
0.69 0.56 -1.34
-0.13 0.38 0.24
0.45 -0.04 -2.45
-0.47 -0.24 0.89
0.47 -0.47 -1.33
0.02 0.45 0.43
0.08 0.60 0.30

---

(2)
Density functional theory data (wB97M-V/def2-TZVPD) for one molecule with the formula C3H5BrS.

Computed properties:
HOMO energy	-9.100	eV
LUMO energy	0.4	eV
SMILES string	C[C@H]1S[C@@H]1Br
Kohn-Sham gap	9.54	eV

Cartesian coordinates (Å):
C 0.663 -0.662 0.015
C 0.719 -1.224 1.390
C -0.146 0.539 -0.480
S 2.330 -0.208 0.699
Br 0.875 -3.108 1.639
H 0.466 -1.404 -0.668
H 0.354 -0.872 2.262
H -0.264 1.300 0.240
H -1.196 0.300 -0.680
H 0.387 0.965 -1.314

Atomic forces in eV per Å
-0.64 1.95 1.79
2.86 0.11 -3.22
-0.48 -0.69 0.80
-2.02 -1.84 0.40
0.08 0.07 -0.30
0.85 -1.98 -1.72
-1.23 1.80 2.28
0.42 1.00 1.12
0.29 -0.42 -0.62
-0.14 0.02 -0.51

---

(3)
Density functional theory data (wB97M-V/def2-TZVPD) for a 2-piece molecular cluster, C3H5BrS overall.

Computed properties:
HOMO energy (spin up / spin down)	-8.502 / -8.894	eV
LUMO energy (spin up / spin down)	-0.5 / -0.6	eV
Kohn-Sham gap (spin up / spin down)	8.04 / 8.33	eV

Cartesian coordinates (Å):
C 0.477 -0.039 -0.465
C -0.889 0.399 -0.952
C 0.670 -0.569 0.910
S -0.490 -1.074 -1.704
Br -1.386 2.044 -1.706
H 1.383 0.522 -0.797
H -2.024 0.283 0.704
H 0.530 0.401 1.520
H 1.724 -0.770 1.149
H 0.004 -1.196 1.341

Atomic forces in eV per Å
-0.72 0.14 -1.03
-0.59 -0.16 3.78
2.37 4.71 0.78
0.55 -0.05 -0.26
0.17 -0.06 -0.20
-1.02 -0.51 -0.33
1.60 0.09 -2.50
0.09 -1.15 -0.51
-0.37 -0.62 -0.41
-2.06 -2.38 0.68

---

(4)
Density functional theory data (wB97M-V/def2-TZVPD) for a 2-piece molecular cluster, C3H5BrSi overall.

Computed properties:
HOMO energy (spin up / spin down)	-8.929 / -8.930	eV
LUMO energy (spin up / spin down)	-3.2 / -3.2	eV
Kohn-Sham gap (spin up / spin down)	5.70 / 5.70	eV

Cartesian coordinates (Å):
C 0.039 -2.620 -0.349
C 0.139 -1.486 0.126
C 0.092 -0.209 0.622
Si 0.614 1.465 -0.206
Br -2.948 0.389 -0.006
H 0.181 -3.479 -0.837
H -0.344 -0.004 1.537
H 0.194 1.560 -1.612
H 1.941 1.646 0.378
H 0.093 2.738 0.349

Atomic forces in eV per Å
0.50 4.78 2.27
-0.45 -1.71 -0.68
-1.21 1.13 -2.53
-0.73 0.44 0.44
1.57 -0.18 0.25
0.11 -2.90 -1.51
-0.67 -0.21 2.22
0.65 -0.45 -0.17
0.83 -0.40 -0.61
-0.61 -0.50 0.33

---

How do the records compare in relative energy (zero: lowest compared OMol25 entry of this formula, charge and spin)? In the order shown, they have 3.464; 0.965; 4.182; 4.611 eV.
How do the records compare in F_max? In the order shown, they have 4.29; 4.31; 5.33; 5.31 eV/Å.